# 1
Molecular formula: C20H15F3N4O
Method: DFT, ωB97M-V/def2-TZVPD

```
! RIJCOSX wB97M-V def2-TZVPD def2/J DEFGRID3
* xyz 0 1
C 3.79290 0.61546 -1.86916
C 3.65415 -0.59661 -0.89774
C 2.90858 -0.10623 0.37321
N 3.50009 -0.11914 1.59324
N 2.61963 0.41066 2.48216
C 1.44064 0.58047 1.88397
C 0.30633 1.09656 2.32443
C -0.70675 1.37238 1.44416
C -0.52723 0.93358 0.00937
C -1.63108 1.19728 -0.84138
O -1.36088 1.40610 -2.17817
C -2.66706 1.46686 -2.73176
N -3.63878 1.08102 -1.91972
C -3.01904 1.08379 -0.67248
C -3.74162 0.56421 0.43683
C -3.38865 -0.56890 1.13255
C -4.14333 -0.97488 2.22947
F -3.69628 -1.98775 3.04444
C -5.36824 -0.35201 2.42040
F -6.26491 -0.85280 3.19689
C -5.75824 0.78554 1.75861
C -4.98123 1.25205 0.71712
F -5.42285 2.35094 0.10150
C 0.60028 0.38072 -0.38410
N 1.58446 0.21362 0.59183
C 3.02742 -1.84673 -1.48908
C 4.28122 -2.66198 -1.20491
C 4.98959 -1.45553 -0.66262
H 3.84854 0.40852 -2.92408
H 2.83825 1.09516 -1.91461
H 4.65067 1.25624 -1.51314
H 0.20118 1.32749 3.35659
H -1.68582 1.79460 1.63656
H -2.93449 1.75435 -3.78081
H -2.42019 -1.16785 0.91038
H -6.71641 1.34591 1.86511
H 0.72448 -0.06946 -1.42941
H 2.01173 -2.12487 -0.94361
H 3.03420 -1.82445 -2.51561
H 4.05067 -3.44347 -0.56274
H 4.73903 -3.05479 -2.11161
H 5.84160 -1.18948 -1.35875
H 5.42745 -1.37662 0.39667
*
```

As for the HOMO-LUMO gap: 8.273 eV. As for the SMILES: CC1(c2nnc3ccc(-c4ocnc4-c4cc(F)c(F)cc4F)cn23)CCC1. For the HOMO energy, the calculation gives -8.40 eV.



# 2
Molecular formula: C7H26NO6
Method: DFT, ωB97M-V/def2-TZVPD

```
! RIJCOSX wB97M-V def2-TZVPD def2/J DEFGRID3
* xyz 2 2
C 1.31036 0.79098 0.45398
C 0.40326 -0.36952 1.08607
C -1.01084 -0.37332 0.32873
C -2.00148 0.41455 0.71703
C -1.48598 -2.59390 -0.67986
C -1.23472 -1.27433 -0.80302
C -1.14857 -0.51401 -2.15295
N 0.73257 2.13184 0.43547
H 1.55901 0.61614 -0.65703
H 2.40843 0.72217 0.87675
H 0.24210 -0.50317 2.15409
H 0.90588 -1.36229 0.89470
H -2.02410 1.05519 1.60059
H -2.86030 0.48512 0.04878
H -1.56382 -3.03214 0.27001
H -1.44565 -3.24418 -1.64137
H -2.14859 -0.05968 -2.53501
H -0.83624 -1.35287 -2.72009
H -0.40899 0.28033 -2.24510
H 0.83723 2.49346 1.48121
H -0.25982 2.00772 0.15455
H 1.17861 2.82886 -0.33018
H 0.30952 2.63376 3.94371
H 1.39043 1.71390 3.74712
O 0.91172 2.29865 3.31903
H -2.26531 3.57599 0.71879
H -2.78042 3.69060 -0.83669
O -2.05079 3.45777 -0.18389
H 1.29379 -2.18635 -2.93076
H 1.72332 -2.18259 -1.54967
O 1.45841 -1.68190 -2.23938
H -0.42535 -4.12543 1.70850
H 0.37007 -2.87452 2.17125
O 0.43180 -3.76015 1.93138
H 0.41196 3.62830 -2.83381
H -0.11212 4.60141 -1.77651
O 0.50309 3.94266 -1.98518
H 1.50177 -3.64433 0.41244
H 2.28175 -4.15630 -0.83723
O 2.07037 -3.38388 -0.34660
*
```

As for the HOMO-LUMO gap (spin up / spin down): 10.213 / 5.941 eV. For the HOMO energy (spin up / spin down), the calculation gives -17.28 / -17.20 eV.



| no. | DFT total energy (hartree) |
| --- | --- |
| 1 | -1364.84002 |
| 2 | -787.73289 |